The following is a DFT calculation (wB97M-V/def2-TZVPD) of a cluster of 3 separate species, C14H21F17O8P2Si in total in a non-equilibrium geometry.

The geometry in XYZ format:
```
63
Properties=species:S:1:pos:R:3
F 4.115 -2.444 2.673
C 2.879 -2.857 2.462
F 2.098 -2.579 3.489
F 2.929 -4.183 2.347
C 2.334 -2.314 1.116
F 1.098 -2.756 0.887
F 3.100 -2.916 0.172
C 2.487 -0.783 0.834
F 1.804 -0.513 -0.284
F 3.787 -0.588 0.530
C 2.161 0.234 1.951
F 2.463 1.455 1.457
F 2.973 0.077 3.002
C 0.690 0.310 2.466
F 0.092 -0.896 2.562
F 0.762 0.781 3.726
C -0.257 1.295 1.704
F -0.003 2.523 2.212
F -0.033 1.382 0.390
C -1.763 1.023 1.979
F -2.002 0.798 3.285
F -2.396 2.188 1.702
C -2.435 -0.083 1.104
F -3.284 0.514 0.219
F -1.526 -0.795 0.374
Si -3.516 -1.371 2.098
H -3.460 -2.629 1.332
H -2.924 -1.669 3.413
H -4.888 -0.854 2.198
C 5.302 -3.709 -1.637
O 5.454 -5.090 -1.963
P 4.883 -5.887 -3.240
O 5.756 -7.067 -3.308
O 5.198 -4.741 -4.341
C 6.461 -4.123 -4.523
O 3.496 -6.269 -3.958
C 3.598 -6.801 -5.279
H 5.177 -3.625 -0.561
H 6.215 -3.167 -1.879
H 4.449 -3.254 -2.136
H 7.278 -4.718 -4.115
H 6.446 -3.123 -4.087
H 6.614 -3.991 -5.594
H 4.228 -7.688 -5.299
H 3.973 -6.051 -5.974
H 2.588 -7.076 -5.578
C -4.524 4.944 2.673
O -5.854 5.242 2.254
P -6.345 6.375 1.219
O -7.665 5.883 0.799
O -5.162 6.168 0.133
C -4.806 4.922 -0.445
O -6.334 7.969 1.009
C -6.704 8.434 -0.289
H -4.548 4.685 3.731
H -4.161 4.059 2.155
H -3.840 5.777 2.523
H -5.607 4.186 -0.374
H -3.889 4.553 0.015
H -4.575 5.099 -1.495
H -7.695 8.078 -0.567
H -5.969 8.136 -1.035
H -6.721 9.521 -0.232
```

As for the energy relative to the best compared isomer or geometry (same formula, charge and spin): 0.0 kJ/mol. The SMILES is FC(F)(F)C(F)(F)C(F)(F)C(F)(F)C(F)(F)C(F)(F)C(F)(F)C(F)(F)[SiH3].COP(=O)(OC)OC.COP(=O)(OC)OC. As for the LUMO energy: 0.354 eV. The multiplicity is 1.

Atomic partial charges in e from the Mulliken method, atoms 1 to 5: number 1, F, carries -0.24; number 2, C, carries 0.60; number 3, F, carries -0.20; number 4, F, carries -0.27; number 5, C, carries 0.51

The following is a DFT calculation (wB97M-V/def2-TZVPD) of a structure of composition C11H29Cl2PPdS in a non-equilibrium geometry.

The geometry in XYZ format:
```
45
Properties=species:S:1:pos:R:3
Pd 0.600 -1.441 1.413
Cl 0.400 1.091 1.356
Cl -0.743 -1.266 3.388
H 0.336 -2.658 0.172
H 0.107 -1.911 -0.165
P -0.363 0.576 -0.499
C -1.700 -0.628 -0.924
C -1.066 2.235 -0.951
C 1.002 0.298 -1.689
C -2.545 -0.932 0.301
H -1.193 -1.556 -1.246
C -2.552 -0.214 -2.136
H -3.165 0.671 -1.930
H -3.231 -1.046 -2.351
H -1.948 -0.043 -3.036
H -1.940 -1.322 1.138
H -3.281 -1.691 0.009
H -3.077 -0.044 0.669
H 1.047 -0.804 -1.714
C 2.331 0.807 -1.127
C 0.729 0.819 -3.112
H -0.079 0.264 -3.608
H 1.632 0.687 -3.725
H 0.489 1.892 -3.137
H 2.638 0.237 -0.242
H 2.305 1.876 -0.871
H 3.088 0.650 -1.901
C -2.303 2.572 -0.104
H -1.381 2.135 -2.003
C -0.103 3.433 -0.862
H -3.156 1.902 -0.263
H -2.633 3.584 -0.395
H -2.059 2.593 0.967
H 0.349 3.545 0.135
H -0.701 4.340 -1.060
H 0.697 3.412 -1.612
C 1.589 -3.726 3.773
S 2.303 -2.968 2.302
C 3.181 -1.614 3.121
H 1.149 -4.683 3.465
H 0.796 -3.083 4.186
H 2.381 -3.927 4.501
H 3.694 -1.978 4.015
H 3.925 -1.263 2.406
H 2.454 -0.820 3.346
```

As for the energy relative to the best compared isomer or geometry (same formula, charge and spin): 0.0 kJ/mol. As for the LUMO energy (spin up / spin down): 0.616 / -2.301 eV. The multiplicity is 5. As for the expectation value of S²: 6.010.

Atomic partial charges in e from the Mulliken method, atoms 1 to 5: number 1, Pd, carries -0.68; number 2, Cl, carries -0.23; number 3, Cl, carries -0.50; number 4, H, carries 0.02; number 5, H, carries -0.11

The following is a DFT calculation (wB97M-V/def2-TZVPD) of a structure of composition C34H42N5Se3V in a non-equilibrium geometry.

The geometry in XYZ format:
```
85
Properties=species:S:1:pos:R:3
V -2.110 0.159 0.179
Se -2.231 0.228 3.494
Se -3.911 1.595 2.633
C -2.947 2.704 1.387
C -3.066 4.077 1.477
C -2.429 4.859 0.522
C -1.701 4.260 -0.493
C -1.637 2.885 -0.533
N -2.237 2.130 0.408
C -2.612 -1.444 2.618
C -2.744 -2.593 3.364
C -2.958 -3.793 2.694
C -3.058 -3.803 1.315
C -2.923 -2.613 0.628
N -2.687 -1.454 1.277
H -3.635 4.523 2.279
H -2.498 5.938 0.579
H -1.203 4.844 -1.254
H -1.104 2.359 -1.316
H -2.698 -2.554 4.443
H -3.071 -4.712 3.255
H -3.252 -4.715 0.768
H -3.003 -2.563 -0.449
C -1.569 -0.192 -5.273
N -1.674 -1.449 -4.568
C -0.820 -2.496 -5.085
C -1.735 -1.327 -3.144
C -3.087 -0.875 -2.619
C -4.243 -1.245 -3.290
C -5.498 -0.847 -2.839
C -5.626 -0.044 -1.714
C -4.476 0.341 -1.035
C -3.203 -0.088 -1.461
H -1.833 -0.321 -6.323
H -0.556 0.242 -5.231
H -2.263 0.535 -4.848
H -1.022 -2.644 -6.145
H -1.031 -3.437 -4.575
H 0.257 -2.285 -4.981
H -0.976 -0.640 -2.738
H -1.497 -2.310 -2.721
H -4.141 -1.836 -4.193
H -6.382 -1.151 -3.386
H -6.600 0.298 -1.389
H -4.593 0.994 -0.173
C 3.409 -1.095 3.300
C 3.604 -2.512 2.759
C 2.544 -2.956 1.745
C 2.812 -2.562 0.302
N 2.948 -1.101 0.114
C 1.968 -0.188 0.097
Se 0.188 -0.764 -0.003
N 2.501 1.028 -0.022
C 1.773 2.300 0.023
C 2.202 3.150 1.211
C 1.826 2.578 2.578
C 0.338 2.664 2.903
C 3.896 0.906 -0.123
C 4.899 1.852 -0.320
C 6.189 1.371 -0.391
C 6.476 -0.001 -0.270
C 5.476 -0.934 -0.089
C 4.176 -0.442 -0.025
H 4.110 -0.881 4.106
H 2.399 -0.972 3.704
H 3.560 -0.326 2.538
H 3.585 -3.207 3.600
H 4.602 -2.611 2.320
H 1.566 -2.566 2.043
H 2.455 -4.045 1.742
H 2.026 -2.914 -0.362
H 3.748 -2.987 -0.054
H 0.718 2.035 0.074
H 1.945 2.824 -0.917
H 1.757 4.141 1.075
H 3.281 3.297 1.171
H 2.392 3.123 3.335
H 2.161 1.538 2.644
H -0.021 3.691 2.803
H 0.133 2.342 3.925
H -0.258 2.028 2.242
H 4.692 2.908 -0.430
H 7.002 2.067 -0.548
H 7.503 -0.335 -0.330
H 5.701 -1.988 -0.009
```

As for the energy relative to the best compared isomer or geometry (same formula, charge and spin): 57.4 kJ/mol. As for the LUMO energy (spin up / spin down): -6.459 / -6.382 eV. The multiplicity is 3. The total charge is +2. As for the expectation value of S²: 2.036.

Atomic partial charges in e from the Mulliken method, atoms 1 to 5: number 1, V, carries 0.12; number 2, Se, carries 0.12; number 3, Se, carries 0.11; number 4, C, carries 0.06; number 5, C, carries -0.84

The following is a DFT calculation (wB97M-V/def2-TZVPD) of an isolated molecule of C6H12O in a non-equilibrium geometry.

The geometry in XYZ format:
```
19
Properties=species:S:1:pos:R:3
C 1.822 -0.640 0.213
C 1.248 0.509 0.611
O 1.300 0.943 1.893
C 0.364 1.348 -0.251
C -1.107 0.938 0.020
C -1.394 -0.541 0.194
C -0.950 -1.224 -1.089
H 2.183 -0.721 -0.800
H 0.144 -1.602 -0.654
H 2.253 -1.321 0.940
H 1.809 0.292 2.395
H 0.486 2.417 -0.041
H 0.606 1.175 -1.306
H -1.513 1.544 0.841
H -1.640 1.026 -0.948
H -2.457 -0.642 0.450
H -0.848 -1.075 0.979
H -1.782 -1.800 -1.567
H -0.524 -0.628 -1.880
```

As for the energy relative to the best compared isomer or geometry (same formula, charge and spin): 227.5 kJ/mol. The SMILES is C=C(O)CCCC. As for the LUMO energy: 0.883 eV. The multiplicity is 1.

Atomic partial charges in e from the Mulliken method, atoms 1 to 5: number 1, C, carries -1.25; number 2, C, carries 0.73; number 3, O, carries -0.46; number 4, C, carries -0.69; number 5, C, carries -0.79

The following is a DFT calculation (wB97M-V/def2-TZVPD) of a cluster of 3 separate species, C17H23Br4FN4O2 in total in a non-equilibrium geometry.

The geometry in XYZ format:
```
51
Properties=species:S:1:pos:R:3
N 3.640 -1.188 -0.151
C 2.576 -0.946 -0.918
N 2.520 -1.751 -2.171
N 1.531 0.006 -0.520
C 1.458 1.193 -1.437
C 0.494 2.375 -0.868
C -0.947 2.337 -1.638
C -2.049 1.597 -0.738
C -3.036 0.629 -1.527
C -2.965 0.295 -3.046
C -3.965 -0.703 -3.740
C -5.067 -1.408 -2.909
F -5.982 -2.318 -3.481
C -5.184 -1.070 -1.408
C -4.193 -0.067 -0.737
C -4.623 0.043 0.793
O -4.015 0.414 1.812
N -6.038 -0.448 0.732
C -6.176 -1.563 -0.261
O -6.857 -2.606 -0.173
H 3.593 -0.620 0.710
H 3.105 -2.591 -2.041
H 2.945 -1.237 -2.955
H 1.790 0.392 0.406
H 1.111 0.799 -2.457
H 2.527 1.584 -1.579
H 0.377 2.332 0.264
H 1.006 3.353 -1.211
H -1.236 3.438 -1.826
H -0.739 1.853 -2.648
H -1.475 0.983 0.052
H -2.656 2.390 -0.160
H -2.184 0.774 -3.716
H -3.878 -0.910 -4.869
H -6.664 0.265 0.301
Br 1.907 1.678 2.593
C 0.044 1.871 3.138
C -0.139 3.058 4.050
Br 0.489 2.668 5.853
H -0.253 0.926 3.593
H -0.511 2.011 2.209
H -1.198 3.296 4.163
H 0.395 3.947 3.713
Br 5.540 -4.503 0.074
C 6.740 -3.475 1.214
C 6.182 -3.330 2.608
Br 4.765 -1.994 2.668
H 6.911 -2.520 0.717
H 7.672 -4.043 1.230
H 6.947 -2.962 3.293
H 5.763 -4.256 3.002
```

As for the energy relative to the best compared isomer or geometry (same formula, charge and spin): 412.6 kJ/mol. The SMILES is [H]/N=C(/N)NCCCCc1ccc(F)c2c1C(=O)NC2=O.BrCCBr.BrCCBr. As for the LUMO energy: -1.235 eV. The multiplicity is 1.

Atomic partial charges in e from the Mulliken method, atoms 1 to 5: number 1, N, carries -0.54; number 2, C, carries 0.29; number 3, N, carries -0.57; number 4, N, carries -0.07; number 5, C, carries -0.57

The following is a DFT calculation (wB97M-V/def2-TZVPD) of a structure of composition C23H35NO3RuSi in a non-equilibrium geometry.

The geometry in XYZ format:
```
64
Properties=species:S:1:pos:R:3
Ru 0.200 -0.242 -0.392
C 0.354 -4.017 -1.223
C 0.065 -3.321 0.080
C -1.118 -2.632 0.371
C -1.446 -2.235 1.653
C -2.818 -1.804 2.053
C -0.536 -2.408 2.646
C 0.724 -2.913 2.404
C 1.743 -2.979 3.552
C 0.974 -3.397 1.133
H -0.350 -3.646 -2.006
H 0.309 -5.128 -1.029
H 1.317 -3.808 -1.563
H -1.899 -2.458 -0.360
H -3.541 -1.924 1.285
H -2.903 -0.758 2.309
H -3.017 -2.496 2.880
H -0.825 -2.101 3.625
H 2.220 -2.056 3.756
H 2.523 -3.731 3.395
H 1.149 -3.240 4.447
H 1.965 -3.898 1.015
O -1.049 1.297 3.726
C -0.765 1.192 2.496
O 0.337 0.437 2.137
C -1.677 1.648 1.514
C -2.626 2.611 1.899
C -3.280 3.298 0.890
C -3.163 2.963 -0.452
C -2.199 1.961 -0.790
N -1.529 1.294 0.123
H -2.705 2.884 3.006
H -4.048 3.995 1.096
H -3.576 3.425 -1.294
H -1.981 1.770 -1.792
C 0.914 3.489 0.574
C 1.759 2.347 1.207
C 3.142 2.352 0.530
C 1.903 2.664 2.694
C 1.217 0.917 1.089
H 1.506 4.413 0.701
H 0.002 3.679 1.205
H 0.648 3.320 -0.489
H 3.537 3.381 0.504
H 3.166 1.929 -0.439
H 3.759 1.685 1.138
H 2.556 3.520 2.793
H 2.187 1.795 3.277
H 0.972 3.012 3.086
H 2.026 0.189 1.214
C 0.659 -2.156 -4.876
Si 0.113 -0.619 -3.841
C 1.552 0.535 -3.984
C -1.280 0.260 -4.740
O -0.237 -0.936 -2.333
H 0.692 -2.118 -6.059
H -0.100 -2.824 -4.848
H 1.445 -2.524 -4.459
H 1.876 0.768 -4.967
H 2.431 0.235 -3.401
H 1.332 1.422 -3.393
H -0.824 0.731 -5.629
H -1.572 1.090 -4.158
H -2.211 -0.143 -4.987
```

As for the energy relative to the best compared isomer or geometry (same formula, charge and spin): 212.7 kJ/mol. As for the LUMO energy (spin up / spin down): 2.901 / 2.709 eV. The multiplicity is 6. The total charge is -1. As for the expectation value of S²: 8.780.

Atomic partial charges in e from the Mulliken method, atoms 1 to 5: number 1, Ru, carries -0.12; number 2, C, carries -1.60; number 3, C, carries 1.18; number 4, C, carries -1.35; number 5, C, carries 1.61